Entry 1:
Formula: C5H9NO
Source: OMol25
Level of theory: ωB97M-V with the def2-TZVPD basis set

```
16
Properties=species:S:1:pos:R:3:lowdin_charge:R:1
C -1.53 0.19 1.70 -0.01
C -0.67 1.19 0.93 -0.40
O -0.65 2.37 1.23 0.07
C 0.21 0.72 -0.20 -0.21
C -0.36 -0.02 -1.38 -0.10
N 0.43 -0.70 -0.39 -0.14
C 1.75 -1.15 -0.78 -0.09
H -1.12 0.12 2.72 0.09
H -2.54 0.59 1.78 0.09
H -1.52 -0.80 1.24 0.07
H 1.01 1.42 -0.42 0.15
H 0.11 0.23 -2.34 0.11
H -1.41 -0.29 -1.44 0.11
H 1.64 -2.10 -1.31 0.08
H 2.37 -1.31 0.11 0.08
H 2.27 -0.44 -1.45 0.08
```

Summary:
- calculated total energy (eV) = -8867.220
- ΔE to the lowest compared entry with this formula, charge and spin (kcal/mol) = 45.95
- SMILES = CC(=O)[C@@H]1CN1C
- gap between HOMO and LUMO (Eh) = 0.37858


Entry 2:
Formula: C5H9NO
Source: OMol25
Level of theory: ωB97M-V with the def2-TZVPD basis set

```
16
Properties=species:S:1:pos:R:3:lowdin_charge:R:1
C 0.62 -1.73 -0.12 -0.05
C 0.85 -0.40 0.62 -0.31
O 1.95 0.30 0.12 -0.06
C -0.64 0.72 0.55 -0.21
C -0.55 1.57 -0.73 -0.06
C -1.82 -0.15 0.63 -0.24
N -2.64 -0.97 0.69 0.15
H -0.34 -2.14 0.21 0.06
H 1.39 -2.49 0.05 0.09
H 0.58 -1.55 -1.20 0.09
H 0.95 -0.52 1.70 0.13
H 1.65 0.74 -0.70 0.07
H -0.57 1.34 1.46 0.13
H -0.59 2.65 -0.55 0.08
H -1.25 1.28 -1.52 0.09
H 0.45 1.43 -1.18 0.06
```

Summary:
- calculated total energy (eV) = -8867.144
- ΔE to the lowest compared entry with this formula, charge and spin (kcal/mol) = 47.71
- SMILES = C[C@@H](O)[C@@H](C)C#N
- gap between HOMO and LUMO (Eh) = 0.40190


Entry 3:
Formula: C5H9NO
Source: OMol25
Level of theory: ωB97M-V with the def2-TZVPD basis set

```
16
Properties=species:S:1:pos:R:3:lowdin_charge:R:1
C 1.41 0.70 -0.13 -0.03
C 0.11 -0.07 0.02 -0.53
C 0.19 -1.18 1.05 -0.03
C -1.12 0.80 0.24 0.01
N -1.64 0.08 -1.40 0.17
C -0.40 -0.55 -1.32 -0.54
O 0.03 -1.38 -2.07 0.09
H 2.19 0.01 -0.47 0.09
H 1.72 1.13 0.83 0.09
H 1.32 1.50 -0.87 0.09
H 0.48 -0.78 2.02 0.09
H 0.93 -1.91 0.73 0.09
H -0.77 -1.69 1.16 0.10
H -1.83 0.54 1.01 0.11
H -0.91 1.89 0.28 0.12
H -1.76 1.07 -1.05 0.06
```

Summary:
- calculated total energy (eV) = -8865.601
- ΔE to the lowest compared entry with this formula, charge and spin (kcal/mol) = 83.29
- gap between HOMO and LUMO (Eh) = 0.36658


Entry 4:
Formula: C5H9NO
Source: OMol25
Level of theory: ωB97M-V with the def2-TZVPD basis set

```
16
Properties=species:S:1:pos:R:3:lowdin_charge:R:1
C -0.61 -0.88 1.16 -0.05
C 0.19 -0.34 -0.03 -0.50
C 1.65 -0.06 0.32 -0.05
C -0.03 -1.07 -1.39 -0.04
O -0.45 0.29 -1.94 0.04
C -0.46 0.79 -0.77 -0.39
N -1.32 1.79 -0.49 0.19
H -1.64 -1.11 0.87 0.08
H -0.15 -1.83 1.47 0.09
H -0.60 -0.21 2.02 0.08
H 1.73 0.58 1.21 0.08
H 2.17 -1.00 0.54 0.09
H 2.15 0.43 -0.52 0.09
H -2.23 1.66 -0.93 0.12
H 0.91 -1.28 -1.93 0.05
H -1.31 2.23 0.41 0.11
```

Summary:
- calculated total energy (eV) = -8864.893
- ΔE to the lowest compared entry with this formula, charge and spin (kcal/mol) = 99.60
- gap between HOMO and LUMO (spin up / spin down) (Eh) = 0.27212 / 0.27206


Entry 5:
Formula: C5H9NO
Source: OMol25
Level of theory: ωB97M-V with the def2-TZVPD basis set

```
16
Properties=species:S:1:pos:R:3:lowdin_charge:R:1
C -1.31 -0.09 -1.28 -0.05
C -0.94 0.17 0.17 -0.21
C -0.32 1.56 0.41 -0.47
O -0.59 2.68 0.05 0.08
N 0.71 1.02 1.14 0.12
C 0.36 -0.38 0.86 -0.31
C 1.40 -1.13 0.05 -0.06
H -1.97 0.72 -1.61 0.08
H -1.84 -1.04 -1.42 0.08
H -0.44 -0.07 -1.94 0.08
H -1.81 0.02 0.82 0.14
H 1.59 1.44 1.40 0.15
H 0.14 -0.94 1.77 0.13
H 1.65 -0.60 -0.88 0.08
H 1.07 -2.14 -0.20 0.08
H 2.32 -1.22 0.64 0.08
```

Summary:
- calculated total energy (eV) = -8868.472
- ΔE to the lowest compared entry with this formula, charge and spin (kcal/mol) = 17.07
- SMILES = C[C@@H]1C(=O)N[C@@H]1C
- gap between HOMO and LUMO (Eh) = 0.38941


Entry 6:
Formula: C5H9NO
Source: OMol25
Level of theory: ωB97M-V with the def2-TZVPD basis set

```
16
Properties=species:S:1:pos:R:3:lowdin_charge:R:1
C -1.65 1.23 0.99 -0.01
C -1.13 -0.13 0.66 -0.34
O -1.88 -1.16 1.16 0.04
C 0.04 -0.38 0.07 -0.24
C 1.35 -0.97 0.28 -0.08
N 1.16 0.34 -0.41 -0.09
C 1.34 0.19 -1.86 -0.11
H -2.61 1.48 0.54 0.08
H -1.78 1.25 2.09 0.10
H -0.90 1.98 0.72 0.08
H -1.50 -1.95 0.75 0.11
H 1.73 -1.80 -0.30 0.10
H 1.76 -0.86 1.29 0.11
H 2.37 0.45 -2.12 0.08
H 0.67 0.87 -2.40 0.08
H 1.13 -0.83 -2.20 0.08
```

Summary:
- calculated total energy (eV) = -8865.818
- ΔE to the lowest compared entry with this formula, charge and spin (kcal/mol) = 78.28
- SMILES = C/C(O)=C1/CN1C
- gap between HOMO and LUMO (Eh) = 0.32732


Entry 7:
Formula: C5H9NO
Source: OMol25
Level of theory: ωB97M-V with the def2-TZVPD basis set

```
16
Properties=species:S:1:pos:R:3:lowdin_charge:R:1
C -1.36 -0.19 1.17 -0.05
C -1.26 0.14 -0.27 -0.35
N -0.84 1.38 -0.83 0.06
C 0.10 0.30 -0.99 -0.28
C 1.39 0.44 -0.23 -0.13
C 1.94 -0.92 0.10 -0.25
O 1.30 -1.94 -0.04 0.05
H -0.42 0.05 1.69 0.07
H -2.18 0.36 1.61 0.07
H -1.54 -1.27 1.29 0.09
H -2.01 -0.37 -0.90 0.14
H -1.37 1.64 -1.64 0.10
H -0.14 -0.66 -1.42 0.13
H 1.22 0.98 0.71 0.12
H 2.17 1.02 -0.74 0.12
H 2.98 -0.96 0.49 0.12
```

Summary:
- calculated total energy (eV) = -8865.967
- ΔE to the lowest compared entry with this formula, charge and spin (kcal/mol) = 74.84
- SMILES = C[C@H]1N[C@H]1CC=O
- gap between HOMO and LUMO (Eh) = 0.37830


Entry 8:
Formula: C5H9NO
Source: OMol25
Level of theory: ωB97M-V with the def2-TZVPD basis set

```
16
Properties=species:S:1:pos:R:3:lowdin_charge:R:1
C 0.20 -1.97 -0.20 -0.07
C 0.93 0.45 0.07 -0.19
C -0.06 -0.51 0.06 -0.31
N -1.95 0.88 0.74 0.11
C -1.33 0.08 -0.16 -0.12
C 2.13 0.76 0.52 0.03
O 0.04 1.73 -0.82 -0.17
H 0.11 1.46 -1.75 0.04
H -1.34 1.38 1.37 0.12
H -2.75 1.41 0.43 0.11
H -2.01 -0.37 -0.88 0.13
H -0.46 -2.35 -0.99 0.07
H 0.02 -2.58 0.69 0.07
H 1.23 -2.13 -0.52 0.07
H 2.51 0.27 1.41 0.06
H 2.74 1.51 0.05 0.05
```

Summary:
- calculated total energy (eV) = -8864.637
- ΔE to the lowest compared entry with this formula, charge and spin (kcal/mol) = 105.52
- gap between HOMO and LUMO (Eh) = 0.28732


Entry 9:
Formula: C5H9NO
Source: OMol25
Level of theory: ωB97M-V with the def2-TZVPD basis set

```
16
Properties=species:S:1:pos:R:3:lowdin_charge:R:1
C -2.08 -0.46 0.14 -0.09
C -1.19 0.36 1.03 -0.40
N -0.15 -0.06 1.69 0.09
C 0.09 1.22 -0.46 0.18
C 1.11 0.31 -0.96 -0.44
C 2.25 -0.43 -0.41 -0.09
O 1.05 -1.10 -0.86 -0.07
H -2.39 0.16 -0.70 0.07
H -2.98 -0.81 0.68 0.08
H -1.54 -1.33 -0.25 0.07
H -1.58 1.33 1.35 0.11
H 0.05 -1.03 1.39 0.05
H 0.63 2.17 -0.28 0.06
H 1.19 0.72 -1.99 0.16
H 3.12 -0.61 -1.04 0.11
H 2.42 -0.44 0.66 0.11
```

Summary:
- calculated total energy (eV) = -8862.610
- ΔE to the lowest compared entry with this formula, charge and spin (kcal/mol) = 152.26
- gap between HOMO and LUMO (Eh) = 0.30764


Entry 10:
Formula: C5H9NO
Source: OMol25
Level of theory: ωB97M-V with the def2-TZVPD basis set

```
16
Properties=species:S:1:pos:R:3:lowdin_charge:R:1
C -0.19 -1.34 0.18 0.08
C -1.35 -0.72 -0.03 -0.34
C -1.56 0.57 -0.79 -0.05
C -2.53 -1.40 0.46 -0.21
N -3.47 -1.98 0.81 0.14
H -0.12 -2.25 0.77 0.08
H 0.73 -0.93 -0.21 0.04
H -2.47 1.08 -0.46 0.08
H -0.70 1.23 -0.64 0.06
H -1.66 0.37 -1.86 0.09
C 2.48 0.83 0.05 -0.16
O 1.20 1.09 0.57 -0.15
H 2.99 1.75 -0.22 0.08
H 2.34 0.23 -0.86 0.08
H 3.12 0.25 0.73 0.09
H 1.21 1.22 1.52 0.09
```

Summary:
- calculated total energy (eV) = -8866.912
- ΔE to the lowest compared entry with this formula, charge and spin (kcal/mol) = 53.05
- SMILES = C=C(C)C#N.CO
- gap between HOMO and LUMO (Eh) = 0.37880


Entry 11:
Formula: C5H9NO
Source: OMol25
Level of theory: ωB97M-V with the def2-TZVPD basis set

```
16
Properties=species:S:1:pos:R:3:lowdin_charge:R:1
C 2.11 1.29 -0.39 0.02
C 1.08 0.66 -0.94 -0.23
C -0.34 1.06 -0.74 -0.19
C -1.12 0.14 0.24 -0.20
N -0.56 -1.22 0.27 0.01
C -1.05 -2.14 1.17 -0.36
O -0.68 -3.28 1.18 0.03
H 1.94 2.20 0.20 0.06
H 3.13 0.94 -0.38 0.05
H 1.30 0.06 -1.82 0.11
H -0.45 2.10 -0.47 0.12
H -0.81 0.73 -1.67 0.11
H -2.17 0.17 -0.05 0.11
H -1.02 0.47 1.28 0.11
H 0.44 -1.35 0.20 0.12
H -1.81 -1.83 1.90 0.13
```

Summary:
- calculated total energy (eV) = -8867.124
- ΔE to the lowest compared entry with this formula, charge and spin (kcal/mol) = 48.15
- SMILES = C=CCCNC=O
- gap between HOMO and LUMO (Eh) = 0.38975


Entry 12:
Formula: C5H9NO
Source: OMol25
Level of theory: ωB97M-V with the def2-TZVPD basis set

```
16
Properties=species:S:1:pos:R:3:lowdin_charge:R:1
C 1.65 -0.36 -0.65 -0.04
C -2.08 0.26 -0.55 -0.05
C -0.30 -0.45 1.14 -0.21
C 0.93 0.45 0.40 -0.40
C -1.04 0.52 0.49 -0.14
O -0.50 -1.73 0.71 -0.01
N 1.37 1.50 0.95 0.09
H 0.22 -2.28 1.07 0.11
H 2.34 1.70 0.70 0.06
H -1.03 1.50 0.92 0.11
H 1.05 -1.15 -1.11 0.07
H 2.53 -0.84 -0.20 0.09
H 1.98 0.29 -1.45 0.08
H -2.02 0.98 -1.37 0.08
H -2.02 -0.76 -0.95 0.07
H -3.07 0.38 -0.10 0.08
```

Summary:
- calculated total energy (eV) = -8864.963
- ΔE to the lowest compared entry with this formula, charge and spin (kcal/mol) = 97.99
- gap between HOMO and LUMO (Eh) = 0.31712


Entry 13:
Formula: C5H9NO
Source: OMol25
Level of theory: ωB97M-V with the def2-TZVPD basis set

```
16
Properties=species:S:1:pos:R:3:lowdin_charge:R:1
C 1.13 -0.64 1.60 -0.06
C 0.71 -0.03 0.27 -0.37
C 1.48 1.20 -0.01 -0.20
N 2.08 2.17 -0.21 0.15
C -0.80 0.25 0.21 -0.16
C -1.35 0.21 -1.21 -0.27
O -1.01 -1.05 -1.76 -0.07
H 0.63 -1.61 1.72 0.08
H 0.85 0.00 2.44 0.09
H 2.21 -0.81 1.64 0.08
H 0.94 -0.73 -0.54 0.14
H -1.31 -0.52 0.80 0.12
H -1.04 1.22 0.66 0.13
H -0.93 1.03 -1.80 0.12
H -2.45 0.34 -1.17 0.12
H -1.13 -1.01 -2.71 0.09
```

Summary:
- calculated total energy (eV) = -8868.154
- ΔE to the lowest compared entry with this formula, charge and spin (kcal/mol) = 24.41
- SMILES = C[C@H](C#N)CCO
- gap between HOMO and LUMO (Eh) = 0.42254


Entry 14:
Formula: C5H9NO
Source: OMol25
Level of theory: ωB97M-V with the def2-TZVPD basis set

```
16
Properties=species:S:1:pos:R:3:lowdin_charge:R:1
C -1.17 -0.97 -0.89 -0.05
C -0.87 -0.11 0.33 -0.41
O -1.27 -0.87 1.46 -0.03
C 0.63 0.31 0.49 -0.30
C 1.54 0.16 -0.74 -0.06
C 0.67 1.71 0.96 -0.21
N 0.67 2.81 1.31 0.15
H -0.95 -0.43 -1.82 0.08
H -2.23 -1.22 -0.88 0.09
H -0.60 -1.90 -0.88 0.09
H -1.48 0.80 0.26 0.14
H -1.26 -0.30 2.24 0.10
H 1.03 -0.32 1.28 0.15
H 2.55 0.49 -0.49 0.09
H 1.18 0.75 -1.59 0.09
H 1.58 -0.89 -1.04 0.08
```

Summary:
- calculated total energy (eV) = -8868.118
- ΔE to the lowest compared entry with this formula, charge and spin (kcal/mol) = 25.24
- SMILES = C[C@@H](O)[C@@H](C)C#N
- gap between HOMO and LUMO (Eh) = 0.42604


Entry 15:
Formula: C5H9NO
Source: OMol25
Level of theory: ωB97M-V with the def2-TZVPD basis set

```
16
Properties=species:S:1:pos:R:3:lowdin_charge:R:1
H 0.46 1.93 -0.11 0.05
N 1.20 1.43 0.38 0.08
C 1.63 0.49 -0.36 -0.31
C 1.17 0.16 -1.75 -0.09
H 2.42 -0.14 0.05 0.10
H 0.99 -0.92 -1.85 0.07
H 1.95 0.43 -2.48 0.08
H 0.25 0.70 -2.00 0.07
C -0.77 -1.79 0.60 0.05
C -1.26 -0.58 0.82 -0.39
C -1.64 0.57 1.57 -0.04
O -1.80 0.44 0.12 0.01
H -0.37 -2.37 1.43 0.06
H -0.77 -2.22 -0.39 0.06
H -2.58 0.57 2.12 0.11
H -0.89 1.29 1.88 0.10
```

Summary:
- calculated total energy (eV) = -8865.721
- ΔE to the lowest compared entry with this formula, charge and spin (kcal/mol) = 80.53
- SMILES = [H]/N=C\C.C=C1CO1
- gap between HOMO and LUMO (Eh) = 0.38233


Entry 16:
Formula: C5H9NO
Source: OMol25
Level of theory: ωB97M-V with the def2-TZVPD basis set

```
16
Properties=species:S:1:pos:R:3:lowdin_charge:R:1
C 0.97 -0.59 -1.85 -0.10
C 0.83 -1.39 -0.58 -0.38
N 1.40 -1.18 0.54 0.07
C -1.40 -0.40 0.08 0.22
C -1.20 0.91 0.66 -0.41
C -0.36 1.16 1.83 -0.11
O 0.02 1.63 0.53 -0.06
H 0.00 -0.43 -2.32 0.07
H 1.60 -1.17 -2.54 0.07
H 1.44 0.38 -1.66 0.07
H 0.24 -2.31 -0.68 0.09
H 1.92 -0.30 0.49 0.05
H -2.17 -0.87 0.72 0.04
H -2.10 1.54 0.55 0.16
H -0.69 1.91 2.54 0.11
H 0.23 0.33 2.21 0.10
```

Summary:
- calculated total energy (eV) = -8862.509
- ΔE to the lowest compared entry with this formula, charge and spin (kcal/mol) = 154.59
- gap between HOMO and LUMO (spin up / spin down) (Eh) = 0.29666 / 0.29671